(1)
9
Properties=species:S:1:pos:R:3:forces:R:3:lowdin_charge:R:1 method="wB97M-V/def2-TZVPD" homo_ha=-0.323 total_energy_ev=-31262.81341 homo_lumo_gap_ha=0.30384
O -0.040882 1.150719 0.944784 0.2 3.7 6.4 -0.04
C 0.563321 0.886416 -0.135361 0.9 1.1 -3.8 -0.87
S 1.576831 1.874702 -1.134268 -1.6 -1.5 2.5 0.59
C 0.015802 -0.475331 -0.617981 3.4 2.9 -1.2 -0.69
Cl 0.872719 -0.936416 -1.999202 0.0 -1.3 -0.9 0.69
C -0.748441 -1.272647 0.028184 -3.6 -2.5 3.6 -0.12
F -1.531871 -0.832867 1.079567 0.7 0.2 -0.5 -0.01
H 0.288875 1.955407 1.756776 -0.9 -3.2 -4.5 0.31
H -0.996354 -2.349983 0.077500 0.8 0.6 -1.5 0.15

---

(2)
7
Properties=species:S:1:pos:R:3:forces:R:3:lowdin_charge:R:1 method="wB97M-V/def2-TZVPD" homo_ha=-0.389 smiles=C#CCl.C#N total_energy_ev=-17150.01200 homo_lumo_gap_ha=0.35138
C 0.426721 -0.155264 0.051962 -5.0 -0.9 -1.2 -0.04
C 0.915782 -1.261767 -0.176898 1.8 1.6 1.0 -0.65
Cl 2.400824 -1.841357 0.115513 1.4 -2.3 -0.3 0.74
H -0.673333 0.049013 0.003013 1.3 1.0 0.3 0.07
C 2.888062 1.117481 0.286654 10.1 7.7 -7.4 -0.09
N 3.654145 1.547009 -0.471021 -1.2 -0.2 1.6 0.11
H 2.288960 0.586889 0.659118 -8.4 -6.9 6.0 -0.14

---

(3)
7
Properties=species:S:1:pos:R:3:forces:R:3:lowdin_charge:R:1 method="wB97M-V/def2-TZVPD" homo_ha=-0.387 smiles="C=C(Cl)C#N" total_energy_ev=-17154.34893 homo_lumo_gap_ha=0.38333
C 0.230239 -0.059268 0.030687 2.2 -1.1 0.0 0.04
C 1.569389 0.092215 -0.019670 -1.4 -2.2 0.4 -0.67
Cl 2.674701 -1.325192 0.004476 -0.8 1.1 0.0 0.62
C 2.227715 1.342551 -0.000180 -1.1 -2.1 -0.2 -0.29
N 2.829788 2.294832 0.012337 1.4 2.6 0.1 0.18
H -0.417931 -0.908766 0.118460 0.8 -1.1 -0.1 0.07
H -0.386597 0.748640 0.000405 -1.1 2.8 -0.1 0.04

---

(4)
10
Properties=species:S:1:pos:R:3:forces:R:3:lowdin_charge:R:1 method="wB97M-V/def2-TZVPD" homo_ha=-0.552 total_energy_ev=-31517.32232 charge=+1 homo_lumo_gap_ha=0.34042
C 0.096457 1.103582 0.193446 -3.7 -1.6 -0.8 0.15
C 0.701265 -0.078880 0.049037 -0.2 0.0 0.0 -0.72
C -1.401795 -0.658754 -0.432306 -0.6 1.5 -0.1 -0.37
N -1.526154 0.624701 -0.199609 4.0 0.2 0.3 -0.09
N -0.171884 -1.124193 -0.312252 0.3 -0.3 0.1 0.11
O -3.641347 -0.448530 1.032713 -0.8 -0.1 0.8 -0.35
S -3.166538 -0.103805 -0.245794 1.3 -0.3 -0.3 1.17
Cl 2.340007 -0.457977 0.267894 -0.2 0.2 -0.1 0.83
H 0.277691 2.124045 0.427435 0.1 0.4 0.1 0.11
H 0.157607 -2.074271 -0.439620 -0.2 0.1 0.0 0.17

---

(5)
11
Properties=species:S:1:pos:R:3:forces:R:3:lowdin_charge:R:1 method="wB97M-V/def2-TZVPD" homo_ha=-0.381 smiles="O=C(O)c1nn[nH]c1Cl" total_energy_ev=-24230.34672 homo_lumo_gap_ha=0.39535
O 1.598802 -1.734798 0.069248 -0.6 1.3 -0.3 0.10
C 1.595144 -0.525082 -0.009482 0.2 -1.3 0.4 -0.46
O 2.762091 0.142155 -0.056033 -0.4 -1.1 0.0 0.13
C 0.371881 0.364095 -0.009100 1.2 -1.3 0.0 -0.22
N 0.496225 1.699956 0.040338 -0.2 0.5 -0.6 0.05
N -0.678006 2.243890 -0.001062 0.1 -0.3 0.7 0.02
N -1.552159 1.227009 0.015707 -2.5 0.4 -0.3 0.01
C -0.960866 0.032148 -0.037108 1.1 0.1 0.4 -0.68
Cl -1.689983 -1.478033 -0.013245 -0.4 -0.1 -0.1 0.79
H 2.528180 1.051898 0.014110 0.0 1.8 0.0 0.07
H -2.584987 1.392858 0.054605 1.6 0.0 -0.2 0.19

---

(6)
8
Properties=species:S:1:pos:R:3:forces:R:3:lowdin_charge:R:1 method="wB97M-V/def2-TZVPD" homo_ha=-0.351 smiles=Clc1ncco1 total_energy_ev=-19202.50097 homo_lumo_gap_ha=0.38184
Cl 0.422492 0.618204 1.780417 -0.1 -0.2 -0.8 0.72
C 0.111236 0.003713 0.198860 0.6 -0.8 -0.1 -0.82
N 0.497365 -1.167369 -0.258836 -1.5 2.1 -0.1 0.08
C -0.117180 -1.184220 -1.530731 0.7 1.5 0.5 -0.12
C -0.748368 0.003818 -1.779681 0.0 -1.0 0.7 -0.07
O -0.601394 0.801565 -0.630919 0.0 -1.4 -0.4 -0.01
H 0.138724 -1.984579 -2.186103 -0.4 -0.4 -0.4 0.10
H -1.465619 0.294314 -2.552482 0.7 0.3 0.5 0.12